Here is a molecular structure, C33H32AlClN5O2PS from the OMol25 dataset. Energies are from ωB97M-V/def2-TZVPD.

As for the molar mass: 656.1 g/mol. The calculated total energy is -85518.17631 eV.

The geometry in ORCA input format:
```
! RIJCOSX wB97M-V def2-TZVPD def2/J DEFGRID3
* xyz 2 1
Al -0.657 0.230 -0.352
Cl -2.379 1.874 -1.033
C -1.360 3.187 -1.725
C -1.980 4.410 -1.854
C -1.214 5.464 -2.340
C 0.121 5.275 -2.664
C 0.708 4.030 -2.519
C -0.029 2.946 -2.040
P 0.623 1.262 -2.029
C 2.368 1.362 -1.635
C 3.338 0.703 -2.386
C 4.670 0.798 -2.013
C 5.030 1.535 -0.894
C 4.061 2.183 -0.138
C 2.729 2.099 -0.504
C 0.285 0.767 -3.728
C 1.065 1.285 -4.761
C 0.739 0.999 -6.079
C -0.370 0.218 -6.368
C -1.156 -0.287 -5.340
C -0.825 -0.019 -4.022
H -3.017 4.544 -1.583
H -1.668 6.439 -2.452
H 0.707 6.105 -3.034
H 1.752 3.892 -2.774
H 3.066 0.131 -3.263
H 5.429 0.296 -2.599
H 6.071 1.608 -0.609
H 4.344 2.755 0.735
H 1.978 2.613 0.086
H 1.919 1.917 -4.550
H 1.349 1.396 -6.879
H -0.625 0.003 -7.397
H -2.022 -0.895 -5.564
H -1.433 -0.445 -3.231
N -5.300 -6.361 -0.216
C -4.347 -5.453 0.068
C -4.574 -4.079 -0.173
C -3.604 -3.155 0.113
C -2.381 -3.573 0.641
C -2.131 -4.929 0.875
C -3.104 -5.855 0.598
S -1.147 -2.456 1.031
O -0.073 -3.047 1.747
O -1.910 -1.391 1.829
N -0.618 -1.629 -0.279
C 0.090 -2.384 -1.242
N 0.071 -3.701 -1.170
C 0.743 -4.343 -2.128
C 1.398 -3.676 -3.149
C 1.354 -2.295 -3.111
N 0.719 -1.636 -2.141
H -6.217 -6.075 -0.511
H -5.178 -7.327 0.030
H -5.529 -3.758 -0.569
H -3.808 -2.104 -0.053
H -1.177 -5.238 1.280
H -2.921 -6.904 0.793
H 0.747 -5.425 -2.070
H 1.924 -4.205 -3.929
H 1.834 -1.691 -3.873
C -0.614 -0.772 4.439
C -1.574 0.178 3.702
C -1.253 1.633 4.047
C -3.026 -0.149 4.070
C -1.342 -0.001 2.233
N -0.853 0.701 1.361
H -0.704 -0.594 5.511
H 0.423 -0.591 4.153
H -0.852 -1.818 4.249
H -1.380 1.778 5.119
H -1.922 2.319 3.527
H -0.227 1.888 3.785
H -3.145 -0.010 5.144
H -3.290 -1.178 3.834
H -3.724 0.523 3.568
*
```

Atom charges from the Mulliken analysis, given in e for atoms 1 to 2: atom 1 (Al): 0.07, atom 2 (Cl): -0.11